[1]
ORCA calculation (wB97M-V/def2-TZVPD) on a single C20H30N2O2 molecule.

```
54
Properties=species:S:1:pos:R:3:nbo_charge:R:1
C 3.67 2.48 -0.50 -0.719
C 4.35 1.49 0.41 0.560
O 5.24 1.82 1.16 -0.536
C 3.87 0.08 0.35 -0.094
C 4.49 -0.86 1.18 -0.174
C 4.09 -2.18 1.17 -0.218
C 3.06 -2.58 0.34 -0.209
C 2.43 -1.66 -0.50 0.053
C 1.29 -2.07 -1.40 -0.249
N 0.07 -1.38 -1.03 -0.446
C -0.95 -1.50 -2.06 -0.238
C -2.34 -1.18 -1.48 -0.221
N -2.30 -0.25 -0.37 -0.488
C -2.06 1.14 -0.73 -0.026
C -2.62 2.13 0.31 -0.417
C -1.80 3.39 0.10 -0.399
C -0.39 2.85 -0.10 -0.407
C -0.59 1.59 -0.95 -0.460
C -1.54 -0.81 0.75 -0.044
C -2.46 -1.56 1.72 -0.433
C -3.60 -0.71 2.28 -0.053
O -4.57 -0.41 1.30 -0.741
C -0.43 -1.78 0.27 -0.240
C 2.84 -0.34 -0.49 -0.232
H 4.11 3.46 -0.35 0.240
H 3.81 2.18 -1.54 0.230
H 2.61 2.52 -0.29 0.233
H 5.28 -0.52 1.83 0.236
H 4.57 -2.89 1.82 0.217
H 2.74 -3.61 0.33 0.211
H 1.53 -1.79 -2.43 0.210
H 1.17 -3.17 -1.37 0.171
H -0.98 -2.52 -2.49 0.174
H -0.70 -0.80 -2.86 0.193
H -2.99 -0.78 -2.26 0.212
H -2.80 -2.10 -1.11 0.198
H -2.61 1.29 -1.66 0.198
H -3.69 2.28 0.19 0.221
H -2.44 1.75 1.32 0.199
H -1.87 4.08 0.94 0.212
H -2.14 3.91 -0.80 0.194
H 0.27 3.58 -0.59 0.208
H 0.04 2.59 0.86 0.194
H 0.10 0.79 -0.67 0.245
H -0.43 1.81 -2.01 0.203
H -1.07 0.02 1.28 0.205
H -2.90 -2.42 1.21 0.203
H -1.85 -1.93 2.55 0.210
H -4.12 -1.26 3.07 0.179
H -3.19 0.21 2.72 0.144
H -4.07 -0.14 0.51 0.490
H -0.83 -2.82 0.24 0.162
H 0.39 -1.77 0.98 0.219
H 2.34 0.35 -1.15 0.220
```

SMILES: CC(=O)c1cccc(CN2CCN(C3CCCC3)[C@@H](CCO)C2)c1
Energy above the lowest of the compared OMol25 structures with the same formula, charge and spin, kcal/mol: 53.0
Spin multiplicity: 1
Calculated total energy, Ha: -1040.07942
Highest occupied orbital energy, eV: -8.5

---

[2]
ORCA calculation (wB97M-V/def2-TZVPD) on 2 unconnected molecules or ions with the total composition C20H30N2O3P.

```
56
Properties=species:S:1:pos:R:3:nbo_charge:R:1
C -1.47 5.92 -0.26 -0.635
C -0.25 5.16 0.54 -0.725
P -0.89 4.41 2.17 0.754
C -0.17 5.47 3.63 -0.923
C -0.21 2.65 2.50 -0.298
C -1.02 1.51 3.41 -0.207
C -0.35 0.00 3.65 -0.199
C 1.11 -0.45 2.99 -0.179
C 1.88 0.70 2.11 -0.115
C 1.25 2.20 1.90 -0.138
C 2.39 2.97 1.02 0.663
O 2.80 4.24 0.98 -0.585
N 2.99 1.79 0.23 -0.649
C 3.30 0.72 1.29 0.659
O 4.42 0.02 1.48 -0.573
H -1.77 5.32 -1.22 0.223
H -2.46 5.99 0.41 0.221
H -1.15 7.01 -0.64 0.209
H 0.31 4.40 -0.17 0.263
H 0.53 6.01 0.84 0.236
H -0.76 6.50 3.56 0.228
H -0.49 4.97 4.65 0.244
H 0.98 5.65 3.53 0.236
H -2.08 1.82 3.86 0.245
H -0.97 -0.73 4.32 0.233
H 1.61 -1.50 3.15 0.258
H 3.96 2.13 0.04 0.386
C -1.22 -2.33 -3.89 -0.606
C -1.53 -2.94 -2.51 0.116
C -0.93 -4.37 -2.42 -0.406
C 0.60 -4.43 -2.34 -0.406
C 1.23 -3.20 -1.69 -0.396
C 0.28 -2.40 -0.76 0.113
N -0.91 -2.01 -1.54 -0.195
O -1.82 -1.26 -0.81 -0.784
C 1.06 -1.12 -0.36 -0.599
C 0.00 -3.21 0.52 -0.640
C -3.07 -3.12 -2.41 -0.600
H -1.67 -1.33 -3.99 0.216
H -1.62 -2.95 -4.70 0.168
H -0.15 -2.22 -4.07 0.196
H -1.34 -4.88 -1.55 0.195
H -1.25 -4.97 -3.28 0.192
H 0.88 -5.33 -1.78 0.190
H 1.02 -4.56 -3.34 0.190
H 2.13 -3.51 -1.15 0.194
H 1.58 -2.55 -2.50 0.199
H 1.25 -0.48 -1.24 0.214
H 2.04 -1.37 0.07 0.176
H 0.52 -0.52 0.38 0.230
H 0.94 -3.45 1.04 0.179
H -0.50 -4.16 0.33 0.194
H -0.61 -2.65 1.23 0.228
H -3.43 -3.79 -3.21 0.177
H -3.61 -2.18 -2.53 0.227
H -3.36 -3.57 -1.46 0.208
```

Total charge: -1
Spin multiplicity: 1
Calculated total energy, Ha: -1456.20071
Highest occupied orbital energy, eV: -1.4

---

[3]
ORCA calculation (wB97M-V/def2-TZVPD) on a single C20H30N4O2S molecule.

```
57
Properties=species:S:1:pos:R:3:nbo_charge:R:1
O -1.10 -3.51 -0.06 -0.675
C -1.31 -2.33 0.16 0.793
N -2.56 -1.90 0.52 -0.636
C -3.07 -0.55 0.52 -0.039
C -3.26 -0.01 -0.91 -0.415
C -3.84 1.40 -0.88 -0.399
C -5.16 1.42 -0.13 -0.397
C -4.98 0.89 1.29 -0.394
C -4.40 -0.52 1.26 -0.400
N -0.34 -1.38 0.05 -0.648
C 1.05 -1.75 -0.12 -0.057
C 1.83 -1.56 1.18 -0.424
C 3.34 -1.65 0.94 -0.046
C 3.74 -2.93 0.20 -0.417
C 3.63 -2.56 -1.29 -0.414
C 3.19 -1.09 -1.28 -0.035
C 1.66 -0.94 -1.27 -0.414
N 3.69 -0.61 -0.01 -0.449
C 3.77 0.69 0.37 0.325
S 3.94 1.10 1.97 -0.281
N 3.79 1.65 -0.60 -0.602
C 3.34 2.99 -0.28 -0.275
C 1.85 2.99 -0.12 0.261
C 1.07 2.86 0.98 -0.297
C -0.26 2.77 0.52 -0.331
C -0.19 2.84 -0.84 0.080
O 1.09 2.97 -1.24 -0.413
H -3.25 -2.63 0.44 0.401
H -2.36 0.10 1.06 0.181
H -2.30 -0.01 -1.43 0.216
H -3.93 -0.67 -1.45 0.201
H -3.13 2.08 -0.39 0.189
H -3.98 1.76 -1.90 0.211
H -5.89 0.80 -0.65 0.195
H -5.56 2.44 -0.09 0.210
H -4.30 1.55 1.84 0.194
H -5.93 0.89 1.82 0.213
H -4.26 -0.89 2.28 0.219
H -5.11 -1.19 0.76 0.195
H -0.52 -0.45 0.41 0.392
H 1.02 -2.81 -0.39 0.239
H 1.52 -2.31 1.91 0.223
H 1.62 -0.57 1.61 0.221
H 3.89 -1.51 1.87 0.254
H 3.09 -3.76 0.47 0.219
H 4.76 -3.21 0.45 0.220
H 2.91 -3.18 -1.82 0.217
H 4.59 -2.65 -1.78 0.218
H 3.62 -0.55 -2.13 0.203
H 1.23 -1.27 -2.22 0.220
H 1.40 0.12 -1.14 0.203
H 3.56 1.35 -1.53 0.385
H 3.81 3.30 0.65 0.262
H 3.65 3.65 -1.10 0.219
H 1.41 2.83 2.00 0.248
H -1.15 2.66 1.11 0.227
H -0.94 2.81 -1.60 0.206
```

SMILES: O=C(NC1CCCCC1)N[C@@H]1C[C@H]2CC[C@@H](C1)N2C(=S)NCc1ccco1
Energy above the lowest of the compared OMol25 structures with the same formula, charge and spin, kcal/mol: 4.6
Spin multiplicity: 1
Calculated total energy, Ha: -1547.85751
Highest occupied orbital energy, eV: -8.1

---

Respective frontier orbital gap values: 8.7; 2.7; 8.7 eV.